No. 1
ORCA calculation (ωB97M-V/def2-TZVPD) on C13H26N6O6Pd as an isolated structure in a non-equilibrium geometry.

Each line ends with the Löwdin charge.
Geometry (Å):
O1 -0.288 -1.231 -3.681  -0.28
H1 -0.884 -1.464 -4.411  0.02
Pd1 -0.375 -0.043 -0.231  1.17
N1 1.081 -1.122 -1.068  -0.21
N2 -1.120 -1.884 0.118  -0.22
N3 0.304 1.848 -0.432  -0.14
N4 -1.725 0.983 0.892  -0.13
O2 2.187 -0.642 -1.380  -0.01
O3 1.472 2.210 -1.003  -0.02
O4 -2.639 0.401 1.693  -0.02
O5 -2.131 -2.109 0.869  -0.07
C1 -0.482 -2.856 -0.595  -0.28
C2 0.743 -2.455 -1.200  -0.25
C3 -0.442 2.787 0.147  -0.30
C4 -1.566 2.305 0.928  -0.28
C5 1.626 -3.265 -2.072  -0.01
H2 1.543 -2.852 -3.086  0.09
H3 1.331 -4.316 -2.074  0.07
H4 2.668 -3.193 -1.732  0.09
C6 -1.098 -4.204 -0.684  -0.01
H5 -2.059 -4.163 -1.212  0.10
H6 -1.274 -4.601 0.323  0.09
H7 -0.440 -4.890 -1.222  0.07
C7 0.000 4.204 0.135  -0.02
C8 -2.376 3.178 1.827  -0.02
H8 0.626 4.398 -0.744  0.09
H9 0.581 4.454 1.039  0.09
H10 -0.886 4.849 0.106  0.09
H11 -3.063 2.593 2.447  0.08
H12 -2.960 3.887 1.227  0.09
H13 -1.725 3.769 2.485  0.09
H14 1.707 1.431 -1.593  0.08
H15 -2.580 -0.591 1.448  0.07
C9 -1.536 -0.017 -1.939  -0.14
H16 -1.013 -0.765 -2.878  -0.09
H17 -1.551 1.020 -2.286  -0.01
H18 -2.531 -0.417 -1.724  -0.01
O6 1.242 0.872 -3.467  -0.12
H19 0.705 0.067 -3.756  0.00
H20 1.150 1.504 -4.204  0.05
C10 1.226 1.899 2.678  0.01
C11 1.290 0.433 2.525  -0.35
N5 0.813 -0.397 1.599  0.03
C12 1.187 -1.680 1.981  -0.11
C13 1.914 -1.610 3.133  -0.08
N6 1.963 -0.277 3.458  0.09
H21 0.184 2.230 2.814  0.08
H22 1.789 2.157 3.586  0.09
H23 1.695 2.398 1.818  0.09
H24 0.916 -2.574 1.439  0.10
H25 2.379 -2.401 3.703  0.11
H26 2.425 0.139 4.258  0.16

Properties
Orbital gap (alpha / beta) ... 0.1531 / 0.2036 hartree
HOMO (alpha / beta) ... -5.16 / -6.66 eV
Expectation value of S² ... 2.05
2S+1 ... 3
E ... -38598.21302 eV

---

No. 2
ORCA calculation (ωB97M-V/def2-TZVPD) on C13H26NRu as an isolated structure in a non-equilibrium geometry.

Each line ends with the Löwdin charge.
Geometry (Å):
C1 1.009 -2.302 -0.847  -0.35
H1 1.280 -3.296 -0.454  0.07
H2 0.125 -2.503 -1.525  0.09
H3 0.714 -2.289 0.962  0.09
C2 2.304 -1.775 -1.558  -0.31
H4 2.127 -0.694 -1.718  0.08
H5 3.134 -1.871 -0.820  0.12
C3 2.576 -2.559 -2.839  -0.07
H6 3.385 -2.014 -3.330  0.09
H7 2.888 -3.588 -2.611  0.10
H8 1.659 -2.570 -3.440  0.09
C4 -0.836 1.687 1.336  -0.20
C5 -0.276 1.893 0.052  -0.19
C6 -0.766 0.869 -0.813  -0.25
C7 -1.566 -0.042 -0.010  -0.35
C8 -1.660 0.548 1.317  -0.18
C9 -2.533 0.059 2.411  0.02
C10 -2.466 -1.076 -0.553  -0.02
C11 -0.595 0.785 -2.270  0.01
C12 0.530 3.070 -0.370  0.00
C13 -0.682 2.623 2.498  0.01
Ru1 0.435 -0.865 0.305  1.31
H9 -2.843 -1.713 0.256  0.09
H10 -3.342 -0.685 -1.093  0.13
H11 -1.879 -1.685 -1.241  0.07
H12 -2.849 -0.979 2.209  0.09
H13 -2.001 0.093 3.388  0.11
H14 -3.455 0.676 2.508  0.14
H15 0.305 3.114 2.494  0.10
H16 -1.447 3.426 2.476  0.13
H17 -0.792 2.099 3.464  0.09
H18 1.032 2.859 -1.328  0.09
H19 -0.115 3.968 -0.510  0.13
H20 1.311 3.323 0.378  0.10
H21 -0.436 -0.252 -2.597  0.09
H22 -1.493 1.159 -2.787  0.14
H23 0.254 1.392 -2.618  0.10
N1 1.591 -0.275 2.076  -0.01
H24 2.237 0.541 2.010  0.11
H25 2.152 -1.082 2.314  0.06
H26 0.983 -0.071 2.878  0.08

Properties
Orbital gap (alpha / beta) ... 0.3132 / 0.2368 hartree
HOMO (alpha / beta) ... -15.16 / -16.69 eV
Expectation value of S² ... 8.77
Charge ... +2
2S+1 ... 6
E ... -17953.98348 eV

---

No. 3
ORCA calculation (ωB97M-V/def2-TZVPD) on a 2-piece molecular cluster, C13H27BFIN3O4 overall.

Each line ends with the Löwdin charge.
Geometry (Å):
N1 7.072 -0.652 -0.479  -0.02
C1 6.615 0.436 -1.346  -0.31
C2 5.660 1.441 -0.686  -0.22
C3 4.501 0.775 0.067  -0.23
C4 3.139 1.490 -0.036  -0.23
C5 1.964 0.511 0.107  -0.13
B1 0.542 1.147 0.537  -0.60
O1 -0.354 1.387 -0.659  -0.10
C6 -1.560 0.834 -0.406  -0.69
I1 -2.609 0.340 -2.250  0.78
C7 -1.324 -0.337 0.595  -0.54
F1 -2.512 -0.385 1.399  -0.03
C8 -1.165 -1.766 0.035  -0.10
C9 0.113 -2.498 0.478  -0.09
C10 1.186 -2.711 -0.560  -0.53
N2 0.725 -2.876 -1.896  0.12
O2 2.351 -2.846 -0.279  0.06
O3 -0.300 0.114 1.339  0.02
H1 7.047 -0.393 0.497  0.06
H2 6.524 -1.489 -0.608  0.06
H3 7.493 0.963 -1.740  0.09
H4 6.098 -0.009 -2.204  0.11
H5 5.253 2.084 -1.476  0.10
H6 6.252 2.083 -0.021  0.10
H7 4.746 0.643 1.127  0.11
H8 4.361 -0.240 -0.335  0.10
H9 3.058 2.234 0.767  0.10
H10 3.090 2.015 -0.998  0.11
H11 2.236 -0.200 0.903  0.10
H12 1.876 -0.039 -0.841  0.10
H13 0.656 2.144 1.239  0.10
H14 -2.270 1.522 0.077  0.08
H15 -1.211 -1.733 -1.053  0.02
H16 -2.031 -2.344 0.366  0.12
H17 0.571 -2.036 1.355  0.12
H18 -0.171 -3.520 0.766  0.13
H19 0.557 -1.968 -2.327  0.09
H20 1.481 -3.327 -2.406  0.08
C11 -6.395 1.742 -0.194  -0.35
O4 -7.285 2.330 -0.785  0.00
N3 -6.601 0.867 0.808  -0.20
C12 -5.500 0.183 1.462  -0.05
C13 -7.964 0.601 1.222  -0.05
H21 -5.329 1.873 -0.438  0.12
H22 -5.594 -0.897 1.336  0.09
H23 -5.484 0.412 2.529  0.09
H24 -4.557 0.497 1.027  0.06
H25 -8.550 0.208 0.390  0.09
H26 -8.448 1.517 1.566  0.09
H27 -7.950 -0.126 2.031  0.08

Properties
Orbital gap ... 0.2928 hartree
HOMO ... -5.37 eV
Charge ... -1
E ... -38077.84771 eV

---

No. 4
ORCA calculation (ωB97M-V/def2-TZVPD) on a 2-piece molecular cluster, C13H27BNO7S overall in a non-equilibrium geometry.

Each line ends with the Löwdin charge.
Geometry (Å):
C1 -2.811 4.410 2.474  -0.10
C2 -3.188 3.703 1.156  -0.25
C3 -4.438 2.829 1.246  -0.24
C4 -4.316 1.625 2.174  -0.21
C5 -3.272 0.544 1.795  -0.18
C6 -3.027 0.300 0.293  -0.22
C7 -1.573 0.636 -0.109  -0.20
B1 -0.589 -0.668 0.083  -0.61
C8 -0.299 -1.398 -1.338  -0.16
O1 0.454 -2.652 -1.292  -0.14
N1 -0.211 -3.604 -0.564  -0.07
O2 0.539 -4.340 -0.036  0.03
S1 1.033 -0.066 0.924  0.64
C9 1.600 1.453 0.170  -0.17
O3 2.136 -1.020 0.779  -0.40
O4 0.731 0.248 2.322  -0.40
H1 -1.727 4.492 2.546  0.07
H2 -3.218 3.919 3.354  0.06
H3 -3.183 5.436 2.457  0.06
H4 -3.408 4.492 0.430  0.10
H5 -2.333 3.163 0.753  0.08
H6 -4.767 2.550 0.243  0.09
H7 -5.240 3.465 1.642  0.11
H8 -5.291 1.162 2.343  0.10
H9 -4.018 2.017 3.151  0.09
H10 -3.647 -0.392 2.215  0.10
H11 -2.333 0.726 2.319  0.11
H12 -3.152 -0.772 0.123  0.09
H13 -3.765 0.795 -0.340  0.09
H14 -1.211 1.405 0.578  0.05
H15 -1.504 1.007 -1.139  0.09
H16 -1.074 -1.428 0.887  0.10
H17 -1.242 -1.601 -1.858  0.10
H18 0.328 -0.762 -1.967  0.10
H19 2.403 1.863 0.777  0.06
H20 0.778 2.169 0.145  0.04
H21 1.901 1.263 -0.859  0.06
C10 3.986 -2.662 -0.690  -0.03
C11 4.457 -3.164 -2.028  -0.31
C12 5.954 -3.212 -2.220  -0.10
O5 6.088 -3.076 -3.644  0.05
C13 5.002 -2.389 -4.084  -0.58
O6 4.892 -1.955 -5.188  0.14
O7 4.087 -2.268 -3.106  0.09
H22 2.915 -2.485 -0.690  0.05
H23 4.212 -3.394 0.086  0.10
H24 4.465 -1.717 -0.434  0.09
H25 4.009 -4.138 -2.247  0.16
H26 6.407 -4.142 -1.886  0.13
H27 6.458 -2.367 -1.745  0.13

Properties
Orbital gap ... 0.3094 hartree
HOMO ... -5.58 eV
Charge ... -1
E ... -41252.58547 eV

---

No. 5
ORCA calculation (ωB97M-V/def2-TZVPD) on a 4-piece molecular cluster, C13H27Br2NO7 overall in a non-equilibrium geometry.

Each line ends with the Löwdin charge.
Geometry (Å):
C1 -1.250 5.025 0.847  -0.09
C2 -2.483 4.774 -0.040  -0.21
O1 -2.429 5.784 -1.004  0.05
C3 -3.353 6.659 -1.218  -0.63
O2 -4.377 6.753 -0.631  0.15
O3 -2.847 7.602 -2.047  -0.02
C4 -3.617 8.763 -2.303  -0.05
H1 -1.293 4.423 1.755  0.03
H2 -1.250 6.032 1.263  0.08
H3 -0.324 4.883 0.289  0.07
H4 -3.365 4.518 0.547  0.13
H5 -2.356 3.887 -0.660  0.12
H6 -2.812 9.448 -2.568  0.10
H7 -4.245 9.044 -1.458  0.09
H8 -4.423 8.537 -3.001  0.09
C5 -0.823 -7.272 -4.856  -0.06
C6 -1.211 -6.207 -3.823  -0.23
O4 -0.202 -5.737 -2.999  0.04
C7 0.697 -4.865 -3.477  -0.53
O5 0.842 -4.469 -4.595  0.15
O6 1.611 -4.569 -2.469  -0.04
C8 2.255 -3.354 -2.340  -0.08
H9 -0.623 -8.205 -4.329  0.07
H10 0.100 -7.114 -5.414  0.08
H11 -1.631 -7.439 -5.569  0.08
H12 -2.135 -6.393 -3.274  0.13
H13 -1.443 -5.359 -4.467  0.11
H14 2.715 -3.007 -3.265  0.10
H15 2.962 -3.302 -1.513  0.10
H16 1.434 -2.659 -2.165  0.07
C9 2.120 -1.340 3.744  -0.34
O7 2.045 -0.228 3.315  0.00
N1 2.473 -1.534 5.026  -0.20
C10 2.509 -2.822 5.625  -0.08
C11 2.735 -0.402 5.918  -0.03
H17 1.843 -2.227 3.154  0.14
H18 3.485 -2.934 6.098  0.09
H19 2.612 -3.576 4.845  0.09
H20 1.752 -3.024 6.383  0.09
H21 2.723 0.550 5.387  0.08
H22 1.893 -0.446 6.609  0.10
H23 3.692 -0.307 6.431  0.09
Br1 -0.773 -0.157 -1.289  0.53
C12 0.651 -0.436 0.127  -0.67
C13 1.219 0.879 0.532  -0.69
Br2 -0.229 1.718 1.475  0.70
H24 1.384 -1.081 -0.356  0.04
H25 0.196 -0.996 0.944  0.05
H26 1.471 1.430 -0.374  0.06
H27 2.078 0.752 1.191  0.05

Properties
Orbital gap ... 0.3690 hartree
HOMO ... -9.59 eV
SMILES ... CCOC(=O)OC.CCOC(=O)OC.CN(C)C=O.BrCCBr
E ... -169824.75523 eV

---

No. 6
ORCA calculation (ωB97M-V/def2-TZVPD) on a 4-piece molecular cluster, C13H27Cl6FO4S overall.

Each line ends with the Löwdin charge.
Geometry (Å):
C1 -2.301 3.325 -3.510  -0.09
C2 -1.455 2.048 -3.626  -0.24
C3 -0.343 2.182 -4.657  -0.21
O1 0.760 1.316 -4.433  -0.10
C4 0.471 -0.022 -4.638  -0.30
O2 1.355 -0.827 -3.858  -0.27
S1 0.903 -0.875 -2.299  0.93
O3 1.270 0.352 -1.647  -0.35
O4 2.070 -1.963 -1.958  -0.29
C5 1.893 -2.473 -0.635  -0.19
C6 2.615 -1.667 0.468  -0.37
C7 1.669 -0.907 1.359  -0.06
F1 3.574 -0.819 -0.063  -0.01
H1 -2.783 3.383 -2.538  0.06
H2 -3.091 3.306 -4.257  0.07
H3 -1.675 4.202 -3.661  0.07
H4 -1.065 1.720 -2.664  0.10
H5 -2.137 1.260 -3.958  0.10
H6 -0.715 2.078 -5.681  0.13
H7 0.066 3.190 -4.595  0.12
H8 0.669 -0.320 -5.668  0.14
H9 -0.558 -0.282 -4.366  0.12
H10 2.324 -3.471 -0.656  0.12
H11 0.835 -2.605 -0.403  0.11
H12 3.163 -2.382 1.086  0.14
H13 2.217 -0.494 2.206  0.08
H14 0.891 -1.568 1.728  0.04
H15 1.183 -0.085 0.840  0.06
Cl1 -4.899 0.151 0.498  0.55
C8 -3.546 1.114 1.149  -0.66
C9 -2.209 0.604 0.679  -0.64
Cl2 -1.815 -0.988 1.383  0.57
H16 -3.621 1.101 2.232  0.01
H17 -3.690 2.136 0.803  0.07
H18 -1.423 1.291 0.989  0.08
H19 -2.176 0.506 -0.403  0.06
Cl3 -4.182 0.240 4.773  0.56
C10 -4.795 -1.423 4.959  -0.65
C11 -5.831 -1.761 3.920  -0.67
Cl4 -7.344 -0.850 4.159  0.54
H20 -5.188 -1.521 5.968  0.07
H21 -3.940 -2.089 4.854  0.07
H22 -6.081 -2.819 3.986  0.07
H23 -5.469 -1.549 2.916  0.03
Cl5 5.767 -0.565 4.207  0.53
C12 6.069 -0.045 2.525  -0.66
C13 7.443 -0.429 2.046  -0.67
Cl6 8.729 0.486 2.876  0.53
H24 5.918 1.030 2.477  0.07
H25 5.315 -0.525 1.905  0.05
H26 7.531 -0.210 0.983  0.07
H27 7.635 -1.488 2.200  0.07

Properties
Orbital gap ... 0.3906 hartree
HOMO ... -10.21 eV
E ... -110795.35996 eV